Record 1
This record from the Open Molecules 2025 dataset describes a gas-phase ion, C2H6O3P (charge -1). The level of theory is ωB97M-V/def2-TZVPD.

Values from the calculation:
LUMO energy (hartree): 0.1435
E_tot (Eh): -646.95264
2S+1: 1
Net charge: -1

Last column: Mulliken charge in e.
Element x y z (Å)
1 C 0.561 -0.198 -0.610  -1.0204
2 C -0.664 0.207 0.150  0.2265
3 O -1.968 2.327 1.333  -0.7341
4 O -0.005 2.847 -0.135  -0.7274
5 O -1.171 -0.702 1.000  -0.5374
6 P -0.610 1.936 0.852  0.5630
7 H 1.336 0.177 -0.082  0.3135
8 H 0.622 -1.336 -0.774  0.2758
9 H 0.398 0.359 -1.606  0.2504
10 H -1.487 0.464 -0.527  0.0860
11 H -2.100 -0.777 0.840  0.3371
12 H 0.467 1.728 1.898  -0.0328

=====

Record 2
This record from the Open Molecules 2025 dataset describes C5H12 in the gas phase. The level of theory is ωB97M-V/def2-TZVPD.

Values from the calculation:
LUMO energy (hartree): 0.0463
E_tot (Eh): -197.65722
2S+1: 1

Last column: Mulliken charge in e.
Element x y z (Å)
1 C -0.243 -2.096 -0.175  -1.1690
2 C -0.493 -0.648 -0.526  -0.4401
3 C -0.289 0.499 0.535  0.4553
4 C -0.680 1.827 -0.165  -1.4311
5 C 1.234 0.551 0.623  -1.5834
6 H 0.073 -2.594 -1.135  0.3067
7 H 0.502 -2.248 0.632  0.2660
8 H -1.134 -2.569 0.139  0.3555
9 H 0.368 -0.358 -1.246  0.1618
10 H -1.425 -0.561 -1.089  0.3664
11 H -0.651 0.159 1.430  0.4830
12 H -0.820 2.519 0.678  0.3663
13 H -1.579 1.729 -0.703  0.4572
14 H 0.135 2.263 -0.738  0.2975
15 H 1.610 -0.398 1.055  0.3025
16 H 1.722 1.278 1.106  0.4548
17 H 1.671 0.645 -0.424  0.3506

=====

Record 3
This record from the Open Molecules 2025 dataset describes 8 unconnected molecules or ions with the total composition C24H60F2O30P6. The level of theory is ωB97M-V/def2-TZVPD.

Values from the calculation:
LUMO energy (hartree): 0.0050
E_tot (Eh): -5455.89141
2S+1: 1

Last column: Mulliken charge in e.
Element x y z (Å)
1 C 1.744 -2.183 -5.914  -0.2340
2 C 3.234 -2.083 -5.549  0.2786
3 O 3.669 -3.453 -5.484  -0.3028
4 C 2.745 -4.293 -5.782  0.7107
5 O 2.870 -5.512 -5.882  -0.5643
6 O 1.561 -3.670 -6.001  -0.3398
7 F 3.409 -1.428 -4.399  -0.2549
8 H 1.745 -1.668 -6.875  0.2455
9 H 1.121 -1.693 -5.166  0.2782
10 H 3.826 -1.526 -6.277  0.1821
11 C 1.908 0.700 0.348  -0.2990
12 C 0.618 1.400 0.312  0.2490
13 O -0.363 0.442 -0.057  -0.2762
14 C 0.268 -0.567 -0.608  0.7005
15 O -0.258 -1.439 -1.305  -0.5852
16 O 1.586 -0.299 -0.597  -0.3395
17 F 0.604 2.316 -0.665  -0.3041
18 H 2.074 0.477 1.402  0.2970
19 H 2.637 1.421 -0.020  0.2877
20 H 0.276 1.830 1.253  0.2653
21 C 7.713 2.513 -2.422  -0.6918
22 O 8.803 3.046 -1.768  -0.2156
23 P 9.317 4.603 -1.870  1.0054
24 O 8.314 5.619 -1.457  -0.6684
25 O 10.678 4.581 -0.868  -0.3433
26 C 11.165 3.569 -0.117  -0.6424
27 O 9.874 4.805 -3.407  -0.3181
28 C 10.902 3.940 -3.926  -0.6120
29 H 7.382 2.987 -3.346  0.2997
30 H 6.902 2.612 -1.700  0.2584
31 H 7.924 1.446 -2.489  0.2646
32 H 12.171 3.227 -0.358  0.2803
33 H 10.564 2.664 -0.200  0.2688
34 H 11.048 3.743 0.953  0.3143
35 H 10.504 3.199 -4.618  0.2808
36 H 11.429 3.387 -3.148  0.2189
37 H 11.759 4.374 -4.443  0.3012
38 C -3.366 3.226 -4.803  -0.6946
39 O -4.434 3.946 -4.304  -0.2120
40 P -5.019 5.315 -5.066  0.9905
41 O -5.493 5.144 -6.467  -0.6680
42 O -6.080 5.764 -3.920  -0.2909
43 C -7.285 5.019 -3.720  -0.6801
44 O -3.835 6.357 -4.864  -0.3200
45 C -3.460 6.806 -3.622  -0.6004
46 H -3.642 2.258 -5.223  0.2445
47 H -2.636 3.044 -4.015  0.2570
48 H -2.787 3.924 -5.408  0.3124
49 H -7.252 4.196 -4.433  0.2982
50 H -8.193 5.592 -3.912  0.2653
51 H -7.401 4.523 -2.756  0.2792
52 H -4.230 6.596 -2.880  0.3153
53 H -3.406 7.894 -3.625  0.2593
54 H -2.487 6.384 -3.369  0.2451
55 C -3.245 0.443 5.485  -0.8216
56 O -2.354 -0.035 4.489  -0.2249
57 P -1.047 -0.960 5.030  0.9282
58 O -1.118 -1.538 6.402  -0.7201
59 O -0.843 -1.910 3.761  -0.2894
60 C -1.898 -2.720 3.320  -0.6865
61 O 0.194 0.049 4.722  -0.1408
62 C 0.352 1.217 5.392  -0.6584
63 H -3.020 0.206 6.525  0.3563
64 H -4.281 0.197 5.255  0.2835
65 H -3.208 1.533 5.497  0.2897
66 H -2.250 -2.310 2.374  0.2434
67 H -2.751 -2.931 3.965  0.3323
68 H -1.362 -3.661 3.191  0.3044
69 H -0.606 1.729 5.480  0.2539
70 H 1.104 1.818 4.880  0.2372
71 H 0.708 1.159 6.421  0.3162
72 C 8.527 2.686 5.753  -0.6864
73 O 7.883 3.388 4.679  -0.3370
74 P 6.221 3.216 4.491  1.0453
75 O 5.792 3.583 3.122  -0.6143
76 O 5.887 1.699 4.945  -0.2678
77 C 6.525 0.700 4.206  -0.7403
78 O 5.718 4.013 5.858  -0.3076
79 C 5.599 5.368 5.726  -0.6808
80 H 9.034 3.395 6.408  0.2888
81 H 9.300 2.077 5.284  0.2594
82 H 7.867 2.161 6.443  0.3230
83 H 5.718 0.064 3.840  0.2655
84 H 7.144 0.033 4.805  0.2800
85 H 7.127 1.022 3.357  0.3619
86 H 5.651 5.557 4.654  0.3759
87 H 6.427 5.865 6.230  0.2299
88 H 4.670 5.689 6.197  0.2040
89 C -6.288 -0.459 -0.729  -0.6047
90 O -7.135 -0.473 0.420  -0.2819
91 P -8.175 -1.700 0.810  1.0788
92 O -7.541 -2.977 1.290  -0.7011
93 O -9.145 -0.986 1.913  -0.3089
94 C -10.424 -1.528 2.102  -0.6415
95 O -9.045 -1.920 -0.540  -0.3106
96 C -9.846 -0.941 -1.206  -0.7119
97 H -6.516 -1.231 -1.463  0.2869
98 H -5.244 -0.521 -0.421  0.2288
99 H -6.665 0.513 -1.046  0.2542
100 H -11.183 -0.769 2.287  0.2010
101 H -10.265 -2.078 3.030  0.2477
102 H -10.615 -2.170 1.242  0.3566
103 H -9.438 -0.761 -2.201  0.2737
104 H -9.762 0.046 -0.751  0.3439
105 H -10.838 -1.394 -1.208  0.2894
106 C -4.240 -6.301 -1.686  -0.5386
107 O -3.627 -7.584 -1.794  -0.3635
108 P -3.422 -8.582 -0.540  1.0568
109 O -2.304 -8.069 0.305  -0.6934
110 O -3.287 -10.071 -1.120  -0.3044
111 C -2.035 -10.798 -1.021  -0.6786
112 O -4.848 -8.591 0.183  -0.2513
113 C -5.015 -9.272 1.445  -0.6366
114 H -3.447 -5.556 -1.613  0.2476
115 H -4.756 -6.273 -0.726  0.2852
116 H -4.894 -6.114 -2.538  0.2122
117 H -1.781 -11.014 -2.059  0.2631
118 H -2.146 -11.672 -0.379  0.2576
119 H -1.194 -10.256 -0.588  0.3354
120 H -4.183 -8.901 2.044  0.3242
121 H -4.870 -10.346 1.330  0.2457
122 H -6.005 -9.129 1.878  0.2390

=====

Record 4
This record from the Open Molecules 2025 dataset describes C6H8 in the gas phase. The level of theory is ωB97M-V/def2-TZVPD.

Values from the calculation:
LUMO energy (hartree): 0.0433
E_tot (Eh): -233.31803
2S+1: 1

Last column: Mulliken charge in e.
Element x y z (Å)
1 C 2.003 -1.885 -0.119  0.1490
2 C 1.496 -0.881 0.312  -0.4769
3 C 0.893 0.350 0.833  -0.8250
4 C -0.259 0.918 -0.004  0.0100
5 C -1.661 0.409 0.185  -0.6626
6 C -0.925 0.123 -1.089  -0.5312
7 H 2.466 -2.765 -0.508  0.4043
8 H 0.548 0.169 1.858  0.2927
9 H 1.682 1.106 0.912  0.3381
10 H -0.170 1.986 -0.192  0.3462
11 H -2.477 1.126 0.169  0.2629
12 H -1.801 -0.413 0.884  0.2484
13 H -0.566 -0.890 -1.249  0.1932
14 H -1.229 0.646 -1.991  0.2509

=====

Record 5
This record from the Open Molecules 2025 dataset describes a molecular structure, CH4O4P. The level of theory is ωB97M-V/def2-TZVPD.

Values from the calculation:
LUMO energy (hartree): 0.1502
E_tot (Eh): -682.81839
2S+1: 1
Net charge: -1

Last column: Mulliken charge in e.
Element x y z (Å)
1 C 0.734 1.188 -0.036  -1.0980
2 O -1.272 0.519 1.665  -0.6892
3 O 0.328 -1.357 1.143  -0.7382
4 O -0.786 -1.997 -1.284  -0.4045
5 O -1.210 -0.606 -1.259  -0.5188
6 P -0.279 -0.085 0.719  1.0090
7 H 0.203 1.728 -0.715  0.3358
8 H 1.129 1.977 0.619  0.3547
9 H 1.612 0.920 -0.413  0.4055
10 H -0.457 -2.287 -0.437  0.3437

=====

Record 6
This record from the Open Molecules 2025 dataset describes 2 unconnected molecules or ions with the total composition C37H32N3S. The level of theory is ωB97M-V/def2-TZVPD.

Values from the calculation:
LUMO energy (hartree): -0.1570
E_tot (Eh): -1991.38173
2S+1: 1
Net charge: +1

Last column: Mulliken charge in e.
Element x y z (Å)
1 C -3.070 3.615 4.379  -0.4876
2 C -3.184 2.340 4.951  -0.8408
3 C -2.685 1.231 4.275  -0.0817
4 C -2.133 1.379 2.999  -0.6337
5 C -1.667 0.099 2.313  1.0461
6 C -0.388 -0.463 2.912  -0.4296
7 C -0.019 -1.793 2.662  -0.3657
8 C 1.247 -2.249 3.030  -0.8621
9 C 2.130 -1.388 3.700  -0.6469
10 C 1.698 -0.126 4.097  -0.4396
11 C 0.439 0.342 3.704  -0.4900
12 C -1.637 0.220 0.771  1.6031
13 C -3.078 0.447 0.331  -1.1811
14 C -3.380 -0.068 -1.050  -0.7296
15 N -2.765 -1.392 -1.208  0.1745
16 C -3.249 -2.365 -2.092  0.5796
17 C -2.438 -3.506 -2.111  0.4854
18 C -2.819 -4.610 -2.879  -0.5071
19 C -4.008 -4.539 -3.628  -0.5576
20 C -4.816 -3.391 -3.595  -0.7094
21 C -4.450 -2.296 -2.799  -0.6729
22 S -1.051 -3.300 -1.057  -0.2210
23 C -1.557 -1.664 -0.631  0.0420
24 N -0.900 -0.880 0.153  0.1565
25 C -1.988 2.647 2.429  0.5294
26 C -2.445 3.771 3.139  -0.9470
27 H -3.482 4.484 4.892  0.3899
28 H -3.644 2.212 5.931  0.4227
29 H -2.721 0.232 4.719  0.4305
30 H -2.447 -0.657 2.528  0.7188
31 H -0.726 -2.453 2.145  0.4779
32 H 1.526 -3.285 2.804  0.4373
33 H 3.157 -1.705 3.905  0.4555
34 H 2.334 0.515 4.713  0.3854
35 H 0.106 1.345 3.986  0.3876
36 H -1.029 1.091 0.484  -1.8421
37 H -3.766 -0.047 1.040  0.4973
38 H -3.324 1.516 0.408  0.5024
39 H -4.457 -0.165 -1.196  0.4667
40 H -2.987 0.632 -1.798  0.2217
41 H -2.187 -5.504 -2.868  0.3866
42 H -4.317 -5.390 -4.228  0.3828
43 H -5.738 -3.339 -4.175  0.3906
44 H -5.085 -1.413 -2.705  0.3035
45 H -1.512 2.765 1.448  0.2691
46 H -2.296 4.765 2.708  0.4095
47 C 1.309 1.668 0.555  -1.5630
48 C 1.782 0.452 -0.114  0.7915
49 N 2.565 0.499 -1.196  0.4717
50 C 3.519 -0.497 -1.548  0.3016
51 C 3.960 -1.550 -0.766  -0.3795
52 C 5.137 -2.222 -1.166  -0.8364
53 C 5.846 -1.802 -2.307  -0.5195
54 C 5.415 -0.701 -3.061  -0.6001
55 C 4.259 -0.026 -2.663  0.5003
56 C 3.726 1.256 -3.040  0.2100
57 C 2.707 1.586 -2.112  0.4904
58 C 2.053 2.802 -2.168  -0.2326
59 C 2.423 3.723 -3.170  -0.9453
60 C 3.412 3.394 -4.107  -0.5933
61 C 4.077 2.164 -4.043  -0.5472
62 H 1.203 1.428 1.621  -0.0774
63 H 1.992 2.520 0.441  0.8134
64 H 0.318 1.986 0.196  0.4915
65 H 1.729 -0.517 0.381  0.0996
66 H 3.420 -1.819 0.145  0.5107
67 H 5.508 -3.064 -0.575  0.4149
68 H 6.758 -2.328 -2.594  0.3821
69 H 5.967 -0.330 -3.928  0.3819
70 H 1.270 3.037 -1.454  0.3095
71 H 1.936 4.693 -3.216  0.4229
72 H 3.670 4.108 -4.894  0.3861
73 H 4.851 1.877 -4.753  0.4092